1.
A 3-piece molecular cluster, C2H9NO2 overall at a distorted geometry. Source: OMol25; level of theory: ωB97M-V/def2-TZVPD.

```
14
Properties=species:S:1:pos:R:3:forces:R:3
H -0.104 0.557 -1.714 -1.1 -0.4 0.6
H 0.037 0.907 1.104 0.8 -1.3 -0.3
H -2.174 -1.103 -0.429 0.0 -0.2 -0.4
H 0.119 -0.953 3.274 0.5 0.6 -1.5
H 1.614 0.360 1.870 -0.6 0.0 0.0
C -1.156 -0.727 -0.502 -1.5 3.8 -0.6
O -1.043 0.177 -1.626 0.0 -0.1 0.5
C 0.702 -0.063 1.392 1.4 -0.8 2.6
H -0.445 -1.439 -0.715 1.6 -2.2 0.5
H 1.015 -0.559 0.431 -0.7 0.8 0.5
H 1.888 2.072 -0.793 -2.6 -3.4 -2.6
H -0.994 -0.155 0.463 -0.7 -1.0 -1.9
N -0.057 -0.923 2.230 0.6 1.1 -0.5
O 1.317 1.280 -1.364 2.4 3.1 3.3
```
Forces are in eV/Å.

The charge is 0. The LUMO energy comes out at -4.6 eV. As for the HOMO energy: -8.66 eV. The spin multiplicity is 1. Its frontier orbital gap is 4.0 eV.



2.
A 2-piece molecular cluster, C2H9NO2 overall. Source: OMol25; level of theory: ωB97M-V/def2-TZVPD.

```
14
Properties=species:S:1:pos:R:3:forces:R:3
H -4.061 0.800 -1.803 0.1 0.2 0.0
C 2.291 -0.315 0.830 0.5 -0.1 0.1
H 1.818 0.504 -0.821 -0.1 0.0 0.0
O 1.521 0.591 0.095 0.1 0.2 -0.2
H -2.927 0.679 0.196 -0.1 0.0 -0.1
H 2.010 -1.341 0.588 0.1 -0.2 0.0
H -4.106 -0.936 -1.794 0.0 -0.2 0.0
H 4.255 -0.716 1.154 0.2 0.0 -0.1
N 3.714 -0.145 0.516 -0.4 -0.1 -0.1
H -5.127 -0.044 -0.666 0.0 0.0 0.1
C -4.146 -0.068 -1.147 -0.2 0.1 -0.2
O -3.084 -0.170 -0.226 0.2 -0.1 0.1
H 2.080 -0.146 1.885 -0.3 0.2 0.1
H 3.983 0.822 0.663 -0.1 0.0 0.1
```
Forces are in eV/Å.

Its SMILES is NCO.CO. The charge is 0. The LUMO energy comes out at 0.9 eV. As for the HOMO energy: -9.66 eV. The spin multiplicity is 1. Its frontier orbital gap is 10.6 eV.



3.
A 3-piece molecular cluster, C2H9NO2 overall at a distorted geometry. Source: OMol25; level of theory: ωB97M-V/def2-TZVPD.

```
14
Properties=species:S:1:pos:R:3:forces:R:3
H 1.049 -1.948 2.970 0.1 0.5 0.0
H -0.372 1.697 -0.658 -0.2 0.5 0.1
H 2.592 -1.664 2.197 -0.1 0.3 0.1
O 0.131 2.165 -1.340 0.0 -0.9 0.0
O -3.278 1.789 -1.450 -0.2 0.5 -0.4
H 1.195 -0.492 -0.382 -0.3 0.3 0.6
C 0.837 -1.491 -0.114 0.3 -1.3 -0.5
H 0.388 -2.075 -0.920 0.1 0.2 -0.2
H 1.344 -0.354 2.156 0.0 -0.3 -0.2
N 1.037 -2.146 0.948 -0.7 1.0 -0.2
H -3.211 1.878 -2.411 0.1 -0.3 0.2
H 0.351 1.408 -1.903 0.2 0.5 -0.2
H -3.584 2.673 -1.209 0.1 -0.2 0.3
C 1.520 -1.441 2.117 0.5 -0.7 0.4
```
Forces are in eV/Å.

Its SMILES is C=NC.O.O. The charge is 0. The LUMO energy comes out at 0.7 eV. As for the HOMO energy: -9.76 eV. The spin multiplicity is 1. Its frontier orbital gap is 10.5 eV.



4.
A 2-piece molecular cluster, C2H9NO2 overall at a distorted geometry. Source: OMol25; level of theory: ωB97M-V/def2-TZVPD.

```
14
Properties=species:S:1:pos:R:3:forces:R:3
O 1.375 -2.200 0.389 -1.5 2.7 0.1
C -0.238 0.882 0.962 -1.5 -3.8 4.2
C -0.729 1.057 -0.384 -0.5 1.8 -3.6
H -1.803 1.243 -0.549 -0.1 -1.8 0.4
H 1.103 -1.304 0.000 0.8 -2.0 0.5
N -0.058 0.158 -1.353 -2.9 1.1 -0.9
H 0.719 0.365 -1.990 0.3 0.5 1.0
H 0.774 0.626 0.960 1.9 0.4 0.2
H -0.624 2.176 -0.541 1.5 -0.6 -0.5
H -0.771 -0.333 -1.952 0.9 0.2 1.0
H -0.527 1.573 1.803 0.2 -0.3 -1.4
O -0.889 -0.453 1.369 0.7 1.4 0.0
H 1.922 -2.593 -0.272 0.7 -0.6 -0.7
H -0.255 -1.198 1.559 -0.3 0.9 -0.4
```
Forces are in eV/Å.

The charge is +1. The LUMO energy (alpha / beta) comes out at -3.5 / -9.7 eV. Its expectation value of S² is 0.756. As for the HOMO energy (alpha / beta): -15.86 / -15.17 eV. The spin multiplicity is 2. Its frontier orbital gap (alpha / beta) is 12.3 / 5.4 eV.



5.
A 2-piece molecular cluster, C2H9NO2Si overall at a distorted geometry. Source: OMol25; level of theory: ωB97M-V/def2-TZVPD.

```
15
Properties=species:S:1:pos:R:3:forces:R:3
H 3.067 1.277 1.047 -1.4 -0.4 -0.2
H 0.955 -2.537 -0.268 -0.5 0.3 0.3
O 1.672 -0.087 0.287 0.1 0.4 -0.5
C -2.226 0.329 0.012 1.6 -0.1 2.1
H -0.541 -2.424 -0.806 -1.8 -1.4 -1.8
H -2.798 1.127 -0.316 -0.9 1.8 -0.5
H 0.218 0.049 -2.909 0.0 -0.4 2.7
N 0.047 -2.069 -0.135 1.8 2.3 0.8
O -0.851 0.659 0.210 0.0 0.7 -0.5
H -2.480 -0.029 0.979 -1.1 -0.2 0.7
Si 0.239 -0.329 -0.421 0.9 -1.8 -2.0
H -2.310 -0.452 -0.649 -0.4 -1.9 -1.8
H 1.669 1.994 0.324 -0.7 1.7 -2.1
C 1.951 1.160 0.853 2.1 -0.2 2.8
H 1.389 1.332 1.791 0.5 -0.6 0.0
```
Forces are in eV/Å.

The charge is 0. The LUMO energy comes out at 0.4 eV. As for the HOMO energy: -8.52 eV. The spin multiplicity is 1. Its frontier orbital gap is 8.9 eV.



6.
A 3-piece molecular cluster, C2H9NO3 overall at a distorted geometry. Source: OMol25; level of theory: ωB97M-V/def2-TZVPD.

```
15
Properties=species:S:1:pos:R:3:forces:R:3
O 2.356 1.277 -0.425 -1.2 -3.3 0.9
H -2.873 0.715 1.268 0.4 0.3 0.9
H 2.203 0.253 -0.399 -0.1 2.1 1.1
O 2.196 -1.829 -0.221 -2.9 0.1 -3.9
O -1.079 -1.332 0.281 -0.9 1.8 -1.2
H -0.342 -0.277 -1.312 -1.0 -0.5 -0.1
C -1.070 -0.322 -0.451 3.2 -2.2 0.7
H 2.782 1.173 -1.247 1.3 1.0 -2.0
N -1.493 0.902 -0.197 0.5 2.1 -0.8
C -1.981 1.328 1.108 -0.2 1.7 -1.1
H -2.267 2.399 0.880 -0.1 -1.1 0.8
H 2.383 -2.219 0.570 1.3 -1.4 3.7
H -1.172 1.376 1.882 -0.9 -0.6 -0.5
H -1.099 1.649 -0.838 -0.8 -1.5 1.3
H 1.353 -2.349 -0.449 1.6 1.5 0.2
```
Forces are in eV/Å.

Its SMILES is CNC=O.O.O. The charge is 0. The LUMO energy comes out at 0.7 eV. As for the HOMO energy: -9.81 eV. The spin multiplicity is 1. Its frontier orbital gap is 10.5 eV.



7.
A 3-piece molecular cluster, C2H9NO3 overall at a distorted geometry. Source: OMol25; level of theory: ωB97M-V/def2-TZVPD.

```
15
Properties=species:S:1:pos:R:3:forces:R:3
H 2.283 0.690 0.437 -1.1 0.3 0.2
H 1.280 1.080 -1.795 -0.6 -0.5 -1.3
H 2.914 -1.926 2.136 0.3 0.9 -0.5
H 0.138 2.225 -0.092 0.7 2.9 0.7
H 2.473 -3.127 2.757 -0.1 -0.6 0.6
O -4.117 0.388 -0.682 0.1 1.6 -1.1
N 1.322 0.349 0.610 -1.8 1.4 2.5
H -0.730 0.865 0.418 -2.3 -1.0 1.2
O -0.562 0.028 -2.062 0.8 0.6 -0.6
C 0.128 1.206 -0.012 3.7 -3.8 -2.4
H 1.153 0.323 1.718 0.7 0.2 -3.3
C 0.243 0.736 -1.526 -0.2 -0.1 3.1
H -3.656 0.248 -1.540 -0.3 -0.1 0.9
O 3.060 -2.393 2.953 -0.3 -0.3 -0.1
H -4.383 1.346 -0.750 0.3 -1.5 0.2
```
Forces are in eV/Å.

Its SMILES is NCC=O.O.O. The charge is 0. The LUMO energy comes out at 0.6 eV. As for the HOMO energy: -9.64 eV. The spin multiplicity is 1. Its frontier orbital gap is 10.3 eV.



8.
A 3-piece molecular cluster, C2H9NO3 overall at a distorted geometry. Source: OMol25; level of theory: ωB97M-V/def2-TZVPD.

```
15
Properties=species:S:1:pos:R:3:forces:R:3
O 1.833 -1.335 -0.462 -0.1 0.4 -0.8
H 0.537 0.974 -0.091 0.0 0.1 0.8
H -0.775 0.169 -0.856 -0.6 -0.1 0.1
N -1.390 1.222 0.928 2.1 -2.3 -1.9
H 2.573 -1.847 -0.823 -0.1 0.0 0.3
H 1.582 -0.271 -3.215 0.1 -0.2 0.1
C -1.588 0.040 1.591 1.0 -1.4 2.7
H 1.501 -0.780 -1.275 0.4 -1.0 1.3
H 0.294 0.074 2.041 0.5 -0.8 0.4
C -0.538 1.064 -0.285 -0.5 1.7 0.0
O 1.197 -0.042 -2.350 -0.4 0.8 -0.9
H -2.300 0.133 2.418 -0.7 -0.1 0.0
H -1.856 -0.828 0.955 -0.7 0.4 -0.4
H -0.647 1.968 -0.871 0.0 0.1 -0.3
O -0.424 -0.542 2.297 -1.1 2.3 -1.4
```
Forces are in eV/Å.

The charge is +1. The LUMO energy (alpha / beta) comes out at -7.1 / -9.6 eV. Its expectation value of S² is 1.768. As for the HOMO energy (alpha / beta): -15.08 / -15.33 eV. The spin multiplicity is 2. Its frontier orbital gap (alpha / beta) is 8.0 / 5.7 eV.



9.
A 3-piece molecular cluster, C2H9NO4 overall at a distorted geometry. Source: OMol25; level of theory: ωB97M-V/def2-TZVPD.

```
16
Properties=species:S:1:pos:R:3:forces:R:3
H -2.220 2.188 -0.701 -0.1 0.0 -0.2
H -0.622 1.048 0.668 -0.4 0.1 0.1
H 0.088 -1.377 1.823 0.4 -0.3 0.2
O -0.919 -0.955 -1.728 -0.3 -0.3 -0.4
N 0.746 -1.068 -0.162 -0.9 0.0 0.3
C -0.143 -0.797 0.947 -0.6 1.0 -0.4
H 0.995 -1.676 -2.064 -0.4 0.3 -0.6
H -1.143 -1.029 0.595 -0.1 -0.3 0.1
H -2.105 0.696 -1.126 0.1 0.0 0.0
H 1.571 0.834 1.154 0.3 1.1 0.2
O -0.131 0.575 1.361 0.2 -0.7 -0.2
O 2.477 1.208 1.053 0.2 -0.8 -0.2
C 0.218 -1.226 -1.427 1.3 0.2 1.1
O -2.228 1.287 -0.369 0.1 0.0 0.1
H 1.719 -0.839 -0.024 0.2 -0.4 -0.3
H 2.405 2.163 1.052 -0.2 0.0 0.1
```
Forces are in eV/Å.

Its SMILES is O=CNCO.O.O. The charge is 0. The LUMO energy comes out at 0.6 eV. As for the HOMO energy: -10.45 eV. The spin multiplicity is 1. Its frontier orbital gap is 11.1 eV.



10.
A 2-piece molecular cluster, C2H9NOS overall at a distorted geometry. Source: OMol25; level of theory: ωB97M-V/def2-TZVPD.

```
14
Properties=species:S:1:pos:R:3:forces:R:3
H 5.999 -2.835 -2.139 0.3 0.0 0.1
C -4.533 1.363 0.824 -1.9 -0.1 -1.8
H 4.746 -2.678 -0.976 -0.2 0.5 -0.3
O -5.644 2.154 0.277 0.9 -0.2 1.5
C 5.695 -2.233 -1.282 -0.5 -0.9 -0.1
S 6.802 -2.626 0.109 0.1 0.4 -0.2
N -3.345 1.904 0.258 -0.6 -0.6 1.3
H -3.515 2.664 -0.369 0.7 -0.2 -0.3
H -4.818 0.356 0.473 0.7 0.0 0.2
H -4.577 1.354 1.910 0.1 0.2 0.3
H -2.534 1.344 0.429 0.5 0.6 -0.7
H 5.953 -2.290 1.096 0.1 0.0 -0.2
H 5.591 -1.206 -1.640 0.2 0.0 0.6
H -5.821 2.729 1.030 -0.5 0.4 -0.5
```
Forces are in eV/Å.

Its SMILES is NCO.CS. The charge is 0. The LUMO energy comes out at 1.0 eV. As for the HOMO energy: -8.95 eV. The spin multiplicity is 1. Its frontier orbital gap is 10.0 eV.



11.
A 2-piece molecular cluster, C2H9NOS2 overall at a distorted geometry. Source: OMol25; level of theory: ωB97M-V/def2-TZVPD.

```
15
Properties=species:S:1:pos:R:3:forces:R:3
S -1.463 -0.727 -0.105 -0.4 2.2 -2.2
N 1.256 1.838 -1.763 0.3 0.2 1.1
H 2.345 1.956 -0.024 0.3 0.0 0.6
S -1.032 -2.154 1.314 0.6 -1.8 2.1
H -0.608 2.048 -0.881 -0.1 0.0 -0.1
H 0.868 -0.591 -0.786 -0.1 -0.2 0.0
C -0.018 1.265 -1.354 -0.1 -0.3 0.2
O 2.757 2.081 0.869 -0.8 0.0 -0.5
H 1.381 2.840 -1.771 -0.2 -0.4 -0.4
H 1.828 1.277 -2.356 0.2 0.1 -0.4
H -0.558 0.878 -2.220 -0.2 0.1 0.0
H 0.601 0.471 0.564 -0.3 0.0 0.2
H 3.681 2.254 0.721 0.4 0.0 -0.2
C 0.142 0.102 -0.352 0.2 0.3 -0.6
H -1.381 -1.334 2.311 0.1 -0.3 0.2
```
Forces are in eV/Å.

The charge is -1. The LUMO energy (alpha / beta) comes out at 3.1 / 3.1 eV. Its expectation value of S² is 0.752. As for the HOMO energy (alpha / beta): 0.63 / -4.64 eV. The spin multiplicity is 2. Its frontier orbital gap (alpha / beta) is 2.5 / 7.7 eV.



12.
C2H9NP as an isolated structure at a distorted geometry. Source: OMol25; level of theory: ωB97M-V/def2-TZVPD.

```
13
Properties=species:S:1:pos:R:3:forces:R:3
H 3.248 0.332 0.017 0.4 -0.5 0.7
H -2.105 1.402 0.076 1.2 -1.3 -0.8
H -2.435 -0.318 0.161 -0.6 -0.9 -0.4
N -0.420 -0.010 -0.545 -4.6 1.1 -1.6
H 1.400 1.152 0.870 -0.8 2.4 1.8
C 0.383 -0.957 0.089 0.4 -2.6 -0.5
P 1.857 0.268 0.046 -0.3 -1.8 -3.2
H -0.871 -0.159 -1.531 2.2 -0.2 2.1
H 0.639 -1.877 -0.516 -0.2 1.1 0.6
C -1.629 0.370 0.234 -0.5 2.4 1.6
H -0.069 -1.316 1.054 1.1 0.7 -0.6
H 1.474 0.629 -1.275 1.0 0.2 0.7
H -1.472 0.483 1.321 0.7 -0.5 -0.3
```
Forces are in eV/Å.

The charge is +1. The LUMO energy comes out at -4.4 eV. As for the HOMO energy: -14.33 eV. The spin multiplicity is 1. Its frontier orbital gap is 9.9 eV.



The evaluated ΔE to the lowest compared entry with this formula, charge and spin for the records listed, in turn: 876.6; 55.2; 90.4; 289.8; 383.2; 171.9; 291.1; 584.1; 50.0; 105.0; 34.7; 162.4 kJ/mol.
The evaluated E_tot for the records listed, in turn: -7795.64070; -7804.15366; -7803.78853; -7793.72020; -15681.73154; -9851.86524; -9850.62902; -9837.27997; -11900.31113; -16591.57808; -27427.23927; -12989.23665 eV.